Molecular formula: C12H36AsCsF6N2O6
Method: DFT, ωB97M-V with the def2-TZVPD basis set

Summary:
- multiplicity = 2
- charge = +1
- HOMO level (spin up / spin down) (eV) = -11.7941 / -11.7941
- energy (eV) = -105978.190
- M (g mol⁻¹) = 626.24
- <S²> = 0.754

Cartesian coordinates (Å):
Cs 1.6495 2.7556 4.9106
As 0.5917 1.3464 0.9512
F 0.1015 1.6169 2.6230
F -1.0337 1.8294 0.4118
F 1.0931 1.0647 -0.7738
F 2.2031 0.7267 1.5280
F 0.0266 -0.3925 0.9711
F 1.1522 3.0201 0.8400
C 3.8395 4.1158 -0.5204
O 3.0884 3.1145 -1.3436
H 4.8696 4.2805 -0.8361
H 3.3826 5.1053 -0.5044
H 3.8262 3.7283 0.4983
H 2.4183 2.8225 -0.7211
C 0.0690 -3.3668 2.4069
O 0.6031 -3.1531 1.1491
H 0.5105 -2.6779 3.1270
H -1.0141 -3.3433 2.5267
H 0.3457 -4.3684 2.7361
H 0.5644 -2.1984 1.0568
C 3.0549 -1.3430 4.2533
O 3.0562 -0.3161 4.9111
N 3.0371 -2.5665 4.6830
N 3.0775 -1.3257 3.0125
H 3.2000 -3.2804 3.9873
H 2.7999 -2.6758 5.6587
H 3.0844 -2.2132 2.5304
H 2.8195 -0.4407 2.5998
C -0.7547 2.2705 -3.0006
C 0.3035 2.8044 -3.9881
C 0.1320 2.3168 -5.4124
O 0.3623 4.2284 -3.9835
H -0.4822 2.6081 -2.0007
H -0.7941 1.1885 -3.1268
H -1.7466 2.6504 -3.2451
H 1.2769 2.4637 -3.6352
H 1.0066 2.6166 -5.9896
H -0.8094 2.5491 -5.9104
H 0.2258 1.2315 -5.4499
H 1.0873 4.4585 -4.5692
C -2.4422 -0.4773 3.8606
C -3.9253 -0.6092 3.4620
C -4.1547 -0.2183 1.9608
O -4.1689 -1.9927 3.5041
H -1.8494 -1.2963 3.4533
H -2.2878 -0.3578 4.9330
H -2.0900 0.4891 3.5001
H -4.5986 -0.0277 4.0917
H -3.6934 -0.8672 1.2163
H -3.8997 0.8186 1.7419
H -5.2132 -0.4606 1.8667
H -5.0932 -2.0697 3.2563
C 0.3975 -1.8305 -2.9932
C -1.0567 -1.8103 -3.4658
C -1.5469 -3.2101 -3.8152
O -1.7230 -1.2454 -2.3515
H 1.0082 -2.3633 -3.7220
H 0.5039 -2.3861 -2.0615
H 0.7840 -0.8130 -2.9351
H -1.2498 -1.1334 -4.2981
H -1.4280 -3.8298 -2.9264
H -0.8428 -3.6412 -4.5268
H -2.5571 -3.2367 -4.2238
H -1.0971 -0.6831 -1.8893

Force components x, y, z for each atom (eV/Å):
0.195 -0.474 -0.109
-0.401 -0.998 -1.444
0.416 -0.283 -0.669
1.520 -0.528 0.458
-0.495 0.217 1.909
-1.760 1.408 -0.844
0.416 1.715 0.134
-0.152 -1.368 0.301
-0.899 -1.015 -0.324
1.464 1.766 0.887
-0.129 -0.599 -0.354
-0.417 -0.092 -0.249
0.296 0.139 0.105
-0.158 -0.111 -0.311
0.076 -0.997 1.811
0.012 0.364 -1.014
-0.091 0.156 0.222
-0.242 0.339 -0.522
0.137 -0.113 -0.045
0.129 0.276 -0.481
0.137 1.267 3.455
-0.628 1.670 1.861
-0.024 -2.924 3.027
0.241 0.898 -7.567
-0.328 -0.415 1.118
0.417 -0.804 -0.288
-0.308 0.798 -0.682
0.419 -0.537 -0.661
0.359 1.226 -0.750
-0.040 -0.034 -0.019
0.372 -0.898 -0.082
-0.631 -0.195 0.357
-0.179 -0.439 0.000
0.158 -0.187 0.342
-0.038 0.109 -0.048
0.142 -0.330 0.131
-0.240 0.437 -0.296
0.097 0.454 0.140
-0.127 -0.385 0.192
0.082 0.225 0.021
-0.612 1.316 0.248
2.301 -0.214 -1.904
-0.498 -0.062 1.100
-0.842 -0.471 0.699
-0.102 0.148 0.017
-0.182 -0.658 0.203
0.260 -0.087 -0.464
0.024 0.009 0.157
0.601 -0.137 0.467
-0.366 0.038 -0.023
-0.344 0.730 -0.550
-0.203 -0.594 0.032
0.837 0.282 -0.908
0.792 -1.358 1.945
-0.333 0.030 0.042
-1.325 -1.179 -1.354
-0.071 0.091 -0.163
-0.217 0.206 0.132
0.186 0.000 0.322
0.039 0.730 -0.550
-0.396 0.053 0.140
-0.129 0.325 -0.275
0.079 -0.116 0.176
0.702 1.183 0.800